# 1
{"formula": "C23H20FeO7S2", "method": "ωB97M-V/def2-TZVPD", "s_squared": 6.1200, "homo_ha": [0.072, -0.064], "homo_lumo_gap_ev": [2.58, 5.59], "multiplicity": 5, "de_lowest_kcal_mol": 16.19, "total_charge": -2, "species": ["O", "C", "Fe", "C", "O", "C", "O", "C", "C", "C", "C", "C", "C", "C", "H", "H", "H", "H", "H", "H", "H", "H", "H", "C", "C", "C", "C", "S", "C", "S", "C", "C", "C", "C", "C", "C", "O", "O", "O", "O", "C", "C", "H", "H", "H", "H", "H", "H", "H", "H", "H", "H", "H"], "xyz": [[-4.07, 5.79, -1.14], [-4.01, 4.63, -1.20], [-3.36, 3.04, -0.87], [-3.43, 3.13, 0.91], [-3.20, 3.28, 2.03], [-1.67, 3.50, -0.77], [-0.66, 4.03, -0.54], [-2.88, 2.26, -2.66], [-1.76, 1.38, -3.19], [-1.58, -0.04, -2.61], [-1.70, -0.19, -1.14], [-2.75, 0.33, -0.45], [-3.98, 0.95, -0.95], [-4.08, 1.63, -2.18], [-2.99, 3.17, -3.29], [-1.99, 1.26, -4.26], [-0.81, 1.92, -3.14], [-2.31, -0.69, -3.16], [-0.55, -0.35, -2.86], [-0.83, -0.86, -0.64], [-2.68, 0.34, 0.65], [-4.91, 0.76, -0.40], [-5.03, 1.71, -2.71], [-0.31, -4.68, 3.37], [-1.30, -3.95, 2.71], [-1.01, -2.68, 2.22], [0.27, -2.15, 2.38], [0.59, -0.60, 1.55], [0.50, -1.08, -0.13], [1.83, -0.57, -1.17], [3.41, -0.10, -0.38], [3.57, 1.19, 0.13], [4.80, 1.61, 0.65], [5.89, 0.74, 0.64], [5.76, -0.54, 0.09], [4.52, -0.95, -0.43], [2.13, -1.77, -1.93], [1.42, 0.65, -1.84], [-0.50, 0.31, 1.83], [1.94, -0.26, 1.93], [1.28, -2.89, 3.00], [0.98, -4.16, 3.50], [-0.55, -5.67, 3.77], [-2.30, -4.36, 2.56], [-1.77, -2.09, 1.71], [0.62, -2.16, -0.09], [2.73, 1.88, 0.13], [4.88, 2.62, 1.07], [6.84, 1.06, 1.07], [6.61, -1.22, 0.07], [4.41, -1.94, -0.87], [2.28, -2.47, 3.08], [1.76, -4.75, 3.98]]}

# 2
{"formula": "C23H20N2O4", "method": "ωB97M-V/def2-TZVPD", "homo_ha": -0.276, "homo_lumo_gap_ev": 7.67, "de_lowest_kcal_mol": 106.29, "species": ["O", "N", "N", "O", "O", "O", "C", "C", "C", "C", "C", "C", "C", "C", "C", "C", "C", "C", "C", "C", "C", "C", "C", "C", "C", "C", "C", "C", "C", "H", "H", "H", "H", "H", "H", "H", "H", "H", "H", "H", "H", "H", "H", "H", "H", "H", "H", "H", "H"], "xyz": [[0.24, 2.54, 0.97], [0.44, 0.85, -2.44], [2.48, 0.25, -4.48], [-2.41, -0.89, 2.56], [-1.22, -1.22, -2.82], [0.36, 2.02, 3.16], [-0.12, 1.94, 1.95], [-1.07, 0.74, 1.82], [-1.75, 0.25, 2.88], [0.15, 0.63, -1.17], [3.26, -0.64, -5.02], [2.72, 0.67, -3.22], [4.40, -1.11, -4.30], [3.65, 0.09, -2.38], [4.54, -0.88, -2.85], [-4.40, -3.82, 0.06], [-3.95, -3.83, -1.30], [-1.23, -0.21, 0.73], [-0.89, -0.25, -0.64], [-3.74, -2.88, 0.92], [-2.99, -3.07, -1.78], [-2.15, -1.08, 1.25], [-1.60, -1.16, -1.53], [-2.72, -2.05, 0.47], [-2.48, -2.11, -0.95], [-1.97, 0.75, 4.29], [1.67, 1.61, -2.79], [1.86, 3.26, 4.69], [1.31, 3.17, 3.23], [-0.50, -0.54, -3.05], [0.94, 0.87, -0.42], [3.11, -0.95, -6.00], [5.19, -1.64, -4.79], [3.84, 0.40, -1.33], [5.32, -1.37, -2.22], [-5.25, -4.46, 0.42], [-4.52, -4.42, -1.93], [-3.88, -2.81, 2.03], [-2.69, -3.12, -2.85], [-2.83, 1.49, 4.25], [-2.21, -0.06, 4.93], [-1.09, 1.25, 4.77], [2.05, 2.34, -2.07], [1.43, 2.26, -3.66], [1.20, 2.58, 5.29], [2.99, 3.02, 4.88], [1.69, 4.25, 4.95], [2.06, 3.26, 2.49], [0.77, 4.06, 3.03]]}

# 3
{"formula": "C23H20NO4S2", "method": "ωB97M-V/def2-TZVPD", "homo_ha": -0.059, "homo_lumo_gap_ev": 2.99, "total_charge": -1, "species": ["C", "C", "C", "C", "S", "C", "C", "S", "C", "C", "C", "C", "C", "C", "O", "O", "O", "O", "C", "C", "H", "H", "H", "H", "H", "H", "H", "H", "H", "H", "H", "H", "C", "C", "C", "N", "C", "C", "C", "C", "C", "C", "H", "H", "H", "H", "H", "H", "H", "H"], "xyz": [[1.96, -3.76, 3.36], [2.50, -2.93, 2.37], [2.52, -1.54, 2.56], [1.96, -1.01, 3.73], [1.85, 0.80, 3.89], [0.21, 1.39, 3.30], [-0.38, 2.46, 3.86], [-0.77, 0.54, 2.06], [-1.98, -0.45, 2.89], [-1.79, -1.82, 2.88], [-2.70, -2.62, 3.56], [-3.76, -2.03, 4.26], [-3.94, -0.64, 4.26], [-3.04, 0.16, 3.57], [-1.70, 1.57, 1.59], [0.02, -0.18, 1.09], [1.84, 1.14, 5.30], [2.91, 1.26, 3.02], [1.55, -1.83, 4.78], [1.52, -3.22, 4.57], [1.92, -4.83, 3.19], [2.91, -3.33, 1.45], [2.97, -0.88, 1.83], [-1.39, 2.79, 3.58], [0.07, 2.91, 4.75], [-0.92, -2.22, 2.36], [-2.55, -3.70, 3.55], [-4.45, -2.66, 4.83], [-4.77, -0.18, 4.80], [-3.15, 1.25, 3.57], [1.28, -1.39, 5.73], [1.17, -3.87, 5.37], [-1.60, 3.60, -0.23], [-0.68, 3.32, -1.32], [0.69, 3.58, -1.13], [1.84, 3.86, -1.05], [-1.13, 2.91, -2.61], [-2.51, 2.64, -2.91], [-2.90, 2.37, -4.22], [-1.95, 2.29, -5.24], [-0.61, 2.56, -4.97], [-0.19, 2.82, -3.67], [-2.67, 3.50, -0.47], [-1.34, 2.87, 0.55], [-1.39, 4.60, 0.19], [-3.27, 2.74, -2.12], [-3.95, 2.23, -4.44], [-2.24, 2.02, -6.25], [0.15, 2.59, -5.75], [0.86, 3.07, -3.46]]}